No. 1
This record from OMol25 describes C13H15N6O13P3 as an isolated structure in a non-equilibrium geometry. The level of theory is the ωB97M-V functional and the def2-TZVPD basis.

Element x y z (Å)
N (-4.892, 1.532, -1.323)
N (-2.298, 0.922, -4.055)
O (4.115, 2.674, -3.300)
O (-2.722, -2.667, 5.024)
O (2.826, -3.160, 1.142)
O (1.312, -4.725, 3.389)
O (-1.136, -0.991, 4.404)
O (-2.374, -2.216, 2.682)
O (1.336, -2.829, -0.589)
O (1.680, -2.291, 3.705)
C (-3.760, 1.298, -1.110)
C (-1.944, 0.731, -2.950)
O (-0.954, -0.717, -1.241)
O (-3.518, -1.026, 0.786)
O (1.403, -0.980, 0.790)
O (-0.609, -3.432, 4.117)
O (0.331, -3.259, 1.679)
C (3.420, 1.965, -2.461)
C (-0.180, 2.920, -2.186)
C (-0.091, 1.580, -1.720)
N (3.908, 0.693, -2.233)
N (1.855, -0.028, -1.723)
N (1.096, 3.412, -2.297)
N (1.247, 1.256, -1.531)
C (3.222, -0.313, -1.395)
C (2.112, 2.407, -1.737)
C (-2.078, 2.170, 0.311)
C (0.145, -0.353, 0.951)
C (-2.429, 0.982, -0.524)
C (-1.343, 0.622, -1.601)
C (-1.105, -0.867, 0.159)
C (-2.413, -0.195, 0.476)
P (-1.656, -2.303, 4.039)
P (1.468, -2.625, 0.867)
P (0.702, -3.320, 3.251)
H (-3.208, -1.516, 1.675)
H (-1.027, 3.500, -2.462)
H (4.788, 0.421, -2.668)
H (1.325, -0.692, -1.119)
H (1.268, 4.264, -2.767)
H (3.282, -0.151, -0.281)
H (3.439, -1.370, -1.667)
H (2.498, 2.856, -0.789)
H (-2.120, 3.139, -0.260)
H (-2.672, 2.206, 1.255)
H (-1.060, 2.059, 0.765)
H (-0.108, -0.476, 1.937)
H (0.465, 0.698, 0.810)
H (-1.220, -1.985, 0.300)
H (-2.326, 0.180, 1.479)

Forces on the atoms, in the same order (eV/Å):
2.88 -0.34 0.13
0.61 -0.57 2.83
-2.54 -0.98 2.67
-1.27 -1.84 1.90
0.88 0.82 1.96
-1.10 0.67 -0.19
2.86 3.31 0.23
0.48 -0.54 -2.25
-2.59 -0.61 -3.31
-1.27 1.25 -0.76
-2.75 -0.23 0.32
-0.35 -0.08 -3.15
-0.13 1.56 -2.58
-0.35 0.03 -1.99
-0.59 0.14 1.37
1.26 -1.36 -1.19
-2.31 1.16 0.59
3.13 -0.16 -3.62
0.43 -4.62 1.30
-1.60 2.64 -1.38
0.09 0.65 0.96
-3.22 -2.79 -1.28
2.26 -0.68 0.57
1.82 0.66 1.31
-1.09 2.32 0.96
-1.14 0.56 -0.17
1.05 2.07 1.63
0.37 0.67 -1.06
-1.11 0.31 -0.14
1.37 -0.69 0.65
1.03 -2.09 0.08
-0.31 -1.12 3.06
-6.85 2.66 0.90
5.08 -0.78 -3.88
5.31 -5.18 3.45
0.59 -0.20 -0.03
-0.44 0.11 -0.09
-0.46 0.73 0.07
0.14 0.04 -0.71
0.73 0.40 -0.36
1.05 -0.27 -0.83
-0.28 0.87 0.21
-0.07 -0.27 -0.09
0.03 -0.82 0.66
-0.22 0.13 -1.09
-0.61 0.07 -0.84
-1.02 -0.08 2.80
-1.01 -0.14 -0.20
0.26 1.36 0.20
0.96 1.24 0.37

Computed properties:
frontier orbital gap = 2.7 eV
relative energy (zero: lowest compared OMol25 entry of this formula, charge and spin) = 1.570 eV
total charge = -4
molecular weight = 556.2 g mol⁻¹

No. 2
This record from OMol25 describes a 2-piece molecular cluster, C15H15BCl4O3 overall in a non-equilibrium geometry. The level of theory is the ωB97M-V functional and the def2-TZVPD basis.

Element x y z (Å)
Cl (2.452, -3.972, 0.604)
B (1.931, -2.407, 1.424)
Cl (0.098, -2.430, 1.819)
Cl (2.881, -2.046, 2.982)
O (2.216, -1.302, 0.438)
C (1.764, -0.109, 0.512)
C (2.578, 0.993, -0.007)
C (2.401, 2.301, 0.490)
C (3.186, 3.350, 0.007)
C (4.126, 3.102, -1.010)
Cl (5.055, 4.383, -1.647)
C (4.320, 1.796, -1.497)
C (3.558, 0.746, -0.992)
H (0.953, 0.110, 1.213)
H (1.671, 2.472, 1.284)
H (3.092, 4.364, 0.405)
H (5.076, 1.608, -2.257)
H (3.722, -0.278, -1.324)
C (-2.398, 1.416, 1.938)
O (-1.253, 1.098, 1.101)
C (-1.441, 0.092, 0.191)
C (-0.370, -0.175, -0.687)
C (-0.508, -1.166, -1.645)
C (-1.697, -1.861, -1.793)
C (-2.793, -1.590, -0.936)
O (-3.940, -2.271, -1.199)
C (-5.124, -2.115, -0.370)
C (-2.653, -0.609, 0.071)
H (-2.060, 2.216, 2.593)
H (-3.245, 1.758, 1.325)
H (-2.692, 0.532, 2.527)
H (0.409, 0.590, -0.788)
H (0.326, -1.363, -2.312)
H (-1.835, -2.601, -2.583)
H (-5.803, -2.864, -0.779)
H (-4.917, -2.333, 0.689)
H (-5.564, -1.112, -0.479)
H (-3.521, -0.320, 0.692)

Forces on the atoms, in the same order (eV/Å):
-0.04 0.40 0.13
-0.64 -0.81 0.54
0.31 0.07 -0.10
-0.07 0.06 -0.47
-0.09 1.82 -0.49
1.32 -1.10 1.58
0.12 0.23 -0.69
0.12 -0.26 -0.17
0.15 -0.14 -0.18
-0.77 -1.07 0.59
0.21 0.31 -0.11
-0.15 0.00 0.17
-0.07 0.39 0.33
0.28 -0.09 0.07
0.16 0.03 -0.31
-0.04 -0.43 -0.15
-0.20 0.10 0.18
-0.04 0.24 -0.03
0.54 -0.33 -0.34
-0.76 -0.22 0.10
-0.18 -0.10 -0.44
-0.83 0.97 -0.01
-0.34 -0.13 -0.18
-0.47 -0.24 0.28
0.55 0.55 0.01
-0.14 0.24 0.57
0.74 0.00 -0.38
-0.44 -0.03 -0.04
-0.05 -0.07 -0.02
0.28 -0.06 0.16
0.13 0.36 -0.14
-0.48 -0.40 -0.11
-0.16 -0.03 -0.02
0.10 0.17 0.30
-0.01 0.17 0.19
0.05 0.08 -0.36
0.22 -0.25 0.02
0.70 -0.43 -0.46

Computed properties:
frontier orbital gap = 7.0 eV
molecular weight = 395.9 g mol⁻¹

No. 3
This record from OMol25 describes C23H18CoN6O3S2 as an isolated structure. The level of theory is the ωB97M-V functional and the def2-TZVPD basis.

Element x y z (Å)
Co (-0.437, 0.344, 0.256)
C (-1.983, 4.241, 0.104)
O (-2.984, 4.090, -0.920)
C (-3.566, 2.872, -1.090)
C (-4.892, 2.866, -1.459)
C (-5.588, 1.672, -1.689)
C (-4.927, 0.481, -1.513)
C (-3.572, 0.447, -1.134)
C (-2.959, -0.854, -0.994)
N (-1.765, -1.074, -0.592)
N (-1.360, -2.399, -0.605)
C (-0.189, -2.503, -0.011)
O (0.479, -1.573, 0.526)
C (0.406, -3.884, 0.007)
C (1.694, -4.050, 0.505)
C (2.284, -5.306, 0.524)
C (1.589, -6.410, 0.048)
C (0.300, -6.250, -0.445)
C (-0.289, -4.994, -0.467)
C (-2.832, 1.645, -0.953)
O (-1.566, 1.691, -0.717)
H (-1.968, 5.307, 0.329)
H (-1.006, 3.909, -0.225)
H (-2.239, 3.675, 1.000)
H (-5.384, 3.827, -1.558)
H (-6.630, 1.695, -1.982)
H (-5.441, -0.463, -1.666)
H (-3.567, -1.721, -1.264)
H (2.207, -3.174, 0.880)
H (3.287, -5.425, 0.916)
H (2.047, -7.393, 0.065)
H (-0.250, -7.109, -0.813)
H (-1.290, -4.848, -0.849)
S (-0.583, 1.132, 2.541)
C (0.834, 1.846, 3.298)
C (1.217, 1.194, 4.513)
N (1.512, 0.645, 5.487)
C (1.544, 2.954, 2.895)
S (1.281, 3.974, 1.541)
C (2.670, 3.331, 3.716)
N (3.574, 3.665, 4.351)
C (4.374, 1.164, -2.372)
N (3.444, 1.037, -1.277)
C (3.748, 0.743, 0.034)
C (2.563, 0.696, 0.697)
N (1.543, 0.967, -0.179)
C (2.099, 1.141, -1.351)
H (5.365, 1.371, -1.973)
H (4.086, 1.997, -3.012)
H (4.418, 0.251, -2.968)
H (4.765, 0.630, 0.366)
H (2.359, 0.531, 1.741)
H (1.579, 1.402, -2.259)

Forces on the atoms, in the same order (eV/Å):
-0.09 0.44 0.47
-0.03 0.03 0.03
0.09 0.06 -0.11
-0.05 -0.11 0.05
-0.03 0.03 0.02
-0.01 -0.01 -0.01
0.04 0.02 0.01
-0.07 0.00 0.02
-0.02 0.01 -0.10
0.18 -0.05 0.01
0.03 -0.05 0.10
-0.08 -0.07 0.02
0.10 0.08 -0.15
0.01 0.04 0.00
-0.05 -0.01 0.01
0.00 0.00 0.00
0.01 -0.03 0.00
-0.01 0.00 0.00
0.01 0.00 -0.01
0.04 0.19 -0.08
0.09 -0.22 -0.01
0.00 -0.01 0.03
0.01 0.02 0.00
0.00 -0.01 0.00
-0.01 -0.01 0.00
0.00 -0.01 0.00
0.00 0.00 0.00
0.02 -0.03 -0.01
0.00 0.00 0.00
0.01 0.00 0.00
0.00 0.00 0.00
0.00 0.00 0.00
0.00 0.01 0.00
-0.26 0.07 -0.15
0.06 -0.10 -0.10
0.16 -0.07 0.08
-0.03 0.03 -0.02
-0.16 -0.02 -0.04
0.04 -0.01 -0.01
0.08 0.07 0.14
0.01 -0.02 -0.04
0.01 0.03 0.00
-0.06 0.01 -0.06
0.05 0.01 0.07
-0.03 0.12 0.00
-0.03 -0.58 -0.26
-0.02 0.33 0.08
0.00 0.00 0.00
-0.01 -0.01 -0.01
0.01 0.00 0.01
-0.02 0.00 0.01
0.02 -0.07 -0.01
-0.02 -0.07 0.00

Computed properties:
frontier orbital gap (spin up / spin down) = 5.0 / 5.1 eV
relative energy (zero: lowest compared OMol25 entry of this formula, charge and spin) = 0.000 eV
2S+1 = 4
⟨S²⟩ = 3.761
total charge = -2
molecular weight = 549.5 g mol⁻¹

No. 4
This record from OMol25 describes C4H8O2 as an isolated structure in a non-equilibrium geometry. The level of theory is the ωB97M-V functional and the def2-TZVPD basis.

Element x y z (Å)
O (-0.808, 1.066, -1.441)
C (-0.211, -0.643, -1.241)
C (0.055, -0.950, 0.170)
C (1.197, -0.212, 0.818)
C (-0.075, 0.319, 1.297)
O (-0.566, 1.534, 0.967)
H (-1.757, 1.282, -1.343)
H (0.595, -0.271, -1.855)
H (-0.757, -1.456, -1.766)
H (-0.251, -1.926, 0.563)
H (1.721, 0.429, 0.113)
H (1.818, -0.751, 1.518)
H (-0.476, -0.038, 2.246)
H (-0.485, 1.616, -0.046)

Forces on the atoms, in the same order (eV/Å):
-0.12 -1.75 -0.51
-0.56 1.52 -0.08
-0.72 1.03 0.51
0.53 0.07 0.18
-0.28 -1.16 -0.39
0.13 0.17 -0.49
0.43 -0.84 -0.07
0.43 -0.43 0.11
-0.33 1.17 0.25
0.05 0.53 -0.27
0.16 -0.01 0.19
0.19 -0.05 -0.01
0.25 -0.02 -0.22
-0.14 -0.22 0.82

Computed properties:
frontier orbital gap = 9.5 eV
relative energy (zero: lowest compared OMol25 entry of this formula, charge and spin) = 3.811 eV
molecular weight = 88.1 g mol⁻¹

No. 5
This record from OMol25 describes the molecule C2H3Br in a non-equilibrium geometry. The level of theory is the ωB97M-V functional and the def2-TZVPD basis.

Element x y z (Å)
C (0.247, -0.551, 0.729)
C (-0.098, 0.162, -0.646)
Br (-0.945, 1.848, -0.646)
H (0.903, -1.326, 0.555)
H (-0.101, 0.054, 1.617)
H (-0.007, -0.188, -1.609)

Forces on the atoms, in the same order (eV/Å):
-3.39 6.51 -6.64
0.79 -1.97 8.76
-0.02 -0.26 0.09
1.06 -1.88 0.52
0.90 -1.29 -0.97
0.67 -1.11 -1.76

Computed properties:
frontier orbital gap = 9.3 eV
relative energy (zero: lowest compared OMol25 entry of this formula, charge and spin) = 1.489 eV
molecular weight = 106.9 g mol⁻¹

No. 6
This record from OMol25 describes C32H37LiN2OS2Si as an isolated structure. The level of theory is the ωB97M-V functional and the def2-TZVPD basis.

Element x y z (Å)
Li (-0.254, -0.617, 0.263)
C (-0.011, 2.572, -1.594)
N (-0.105, 2.088, -0.229)
C (1.083, 2.314, 0.560)
C (2.253, 1.436, 0.119)
N (1.944, 0.007, -0.040)
C (2.058, -0.431, -1.425)
C (2.628, -0.831, 0.908)
C (3.853, -1.398, 0.577)
C (4.548, -2.214, 1.462)
C (3.993, -2.454, 2.712)
C (2.777, -1.887, 3.054)
C (2.047, -1.058, 2.180)
S (0.511, -0.394, 2.668)
C (-1.344, 2.469, 0.369)
C (-1.406, 3.544, 1.250)
C (-2.604, 3.944, 1.829)
C (-3.764, 3.256, 1.498)
C (-3.711, 2.185, 0.621)
C (-2.512, 1.739, 0.037)
S (-2.480, 0.334, -0.995)
H (0.074, 3.674, -1.626)
H (-0.898, 2.257, -2.142)
H (0.862, 2.150, -2.094)
H (0.845, 2.064, 1.593)
H (1.430, 3.367, 0.518)
H (3.048, 1.558, 0.861)
H (2.660, 1.806, -0.831)
H (3.036, -0.190, -1.878)
H (1.282, 0.053, -2.019)
H (1.880, -1.502, -1.475)
H (4.268, -1.211, -0.407)
H (5.491, -2.662, 1.171)
H (4.501, -3.100, 3.421)
H (2.335, -2.092, 4.022)
H (-0.493, 4.073, 1.499)
H (-2.625, 4.772, 2.528)
H (-4.714, 3.543, 1.938)
H (-4.612, 1.631, 0.383)
C (0.628, -6.476, -0.857)
C (0.884, -5.041, -0.394)
C (2.333, -4.648, -0.700)
C (0.678, -4.978, 1.126)
Si (-0.281, -3.698, -1.115)
O (-0.141, -2.344, -0.340)
C (0.037, -3.446, -2.985)
C (0.554, -4.368, -3.897)
C (0.708, -4.059, -5.245)
C (0.337, -2.807, -5.715)
C (-0.184, -1.872, -4.828)
C (-0.328, -2.189, -3.484)
C (-2.065, -4.365, -1.052)
C (-2.525, -5.502, -1.721)
C (-3.852, -5.907, -1.644)
C (-4.758, -5.165, -0.895)
C (-4.328, -4.021, -0.238)
C (-2.997, -3.628, -0.316)
H (1.329, -7.160, -0.357)
H (0.762, -6.606, -1.935)
H (-0.385, -6.800, -0.607)
H (3.030, -5.339, -0.203)
H (2.548, -3.644, -0.328)
H (2.547, -4.669, -1.773)
H (1.366, -5.674, 1.629)
H (-0.344, -5.259, 1.399)
H (0.858, -3.971, 1.506)
H (0.856, -5.353, -3.557)
H (1.119, -4.796, -5.927)
H (0.455, -2.560, -6.765)
H (-0.480, -0.890, -5.181)
H (-0.729, -1.447, -2.797)
H (-1.837, -6.083, -2.329)
H (-4.182, -6.794, -2.175)
H (-5.798, -5.471, -0.839)
H (-5.031, -3.419, 0.326)
H (-2.668, -2.716, 0.172)

Forces on the atoms, in the same order (eV/Å):
-0.10 -0.03 -0.07
0.00 0.00 0.00
0.01 -0.01 0.00
-0.01 -0.01 0.00
0.00 -0.01 -0.01
0.01 -0.02 0.01
-0.01 0.00 0.01
0.02 0.01 0.00
0.00 0.01 0.00
0.00 0.00 0.00
-0.01 0.00 0.00
0.00 -0.01 -0.02
0.00 0.00 0.00
0.03 0.02 0.04
-0.01 0.01 0.01
0.01 -0.01 -0.01
0.00 0.01 0.00
0.00 -0.01 -0.01
0.01 0.01 0.01
-0.02 0.01 -0.01
0.04 -0.02 0.04
0.00 0.00 0.00
0.00 0.00 0.00
0.00 0.00 0.00
0.00 0.00 0.01
0.00 0.00 0.00
0.00 0.00 0.01
0.00 0.00 0.00
0.00 0.01 0.00
0.00 -0.01 0.00
0.01 0.00 0.00
0.00 0.00 0.00
0.00 0.00 0.00
0.00 0.00 0.00
0.00 0.00 0.00
0.00 0.00 0.00
0.00 0.00 0.00
0.00 0.00 0.00
0.00 0.00 0.00
-0.02 -0.02 0.01
0.01 0.00 -0.01
-0.02 0.00 0.02
0.00 -0.01 -0.01
-0.05 -0.02 0.03
0.07 0.07 -0.07
0.01 0.00 0.00
0.01 0.01 0.00
-0.01 0.01 0.01
0.00 0.00 0.01
0.01 0.00 0.01
0.00 0.00 -0.01
-0.01 0.01 0.04
0.00 -0.01 -0.02
0.01 0.01 0.00
0.01 0.00 0.00
0.01 0.01 0.00
-0.02 -0.01 -0.02
0.00 0.00 0.00
0.01 0.00 0.03
0.03 0.00 0.01
0.00 0.00 0.00
0.00 0.00 -0.01
-0.01 0.00 -0.01
0.00 0.00 0.00
0.00 0.00 0.00
0.00 0.01 0.00
0.00 0.02 -0.01
0.00 0.00 0.00
0.00 0.00 0.00
0.00 0.00 -0.01
0.00 -0.01 0.00
-0.02 0.02 0.00
0.00 0.00 0.00
0.00 0.00 0.00
0.00 0.00 0.00
0.01 0.00 0.01

Computed properties:
frontier orbital gap = 5.8 eV
total charge = -2
molecular weight = 564.8 g mol⁻¹